[1]
10
Properties=species:S:1:pos:R:3 method="wB97M-V/def2-TZVPD" gap_ev=10.2 mol_weight_g_mol=58.1 total_energy_ev=-5151.2980 largest_force_ev_per_a=2.21 relative_energy_kcal_mol=14.3 smiles="[H]/N=C(/C)N"
H -0.77 -1.84 -0.05
N -1.03 -0.86 -0.29
C -0.09 -0.09 -0.01
C -0.26 1.41 -0.29
N 1.14 -0.56 0.52
H -0.93 1.86 0.50
H 0.66 2.05 -0.31
H -0.81 1.41 -1.24
H 1.89 0.07 0.65
H 1.31 -1.59 0.59

=====

[2]
5
Properties=species:S:1:pos:R:3 method="wB97M-V/def2-TZVPD" gap_ev="9.7 / 8.7" mol_weight_g_mol=55.0 total_energy_ev=-5517.2149 largest_force_ev_per_a=6.65 relative_energy_kcal_mol=141.1
C -2.73 -0.03 0.05
N -3.86 -0.36 -0.04
N -0.34 -0.67 -0.10
N -1.64 0.63 -0.03
H 0.32 -0.11 -0.48

=====

[3]
15
Properties=species:S:1:pos:R:3 method="wB97M-V/def2-TZVPD" gap_ev=8.4 mol_weight_g_mol=143.1 total_energy_ev=-14837.5444 largest_force_ev_per_a=4.55 relative_energy_kcal_mol=121.0
H -1.59 -1.86 1.27
N -1.50 -1.90 0.29
C -0.73 -1.07 -0.31
N -0.03 0.01 0.16
C 0.80 0.78 -0.74
C 1.33 1.71 -0.07
O 1.01 1.75 1.24
N 0.04 0.72 1.49
H -0.55 -1.29 -1.37
H 1.02 0.29 -1.63
H 2.16 2.34 -0.30
H 0.26 0.08 2.37
O -3.66 0.30 -0.96
C -3.77 -0.10 0.11
O -3.97 -0.48 1.16

=====

[4]
111
Properties=species:S:1:pos:R:3 method="wB97M-V/def2-TZVPD" gap_ev=3.6 charge=-1 mol_weight_g_mol=981.2 total_energy_ev=-129997.7344 largest_force_ev_per_a=8.35
C 7.31 -2.50 1.54
C 7.43 -1.86 0.01
O 6.84 -0.52 -0.11
C 6.34 -0.26 -1.47
O 6.90 -0.83 -2.56
C 5.09 0.79 -1.78
C 3.67 0.04 -2.13
C 2.45 0.97 -1.54
P 1.21 -0.02 -0.41
C -0.04 -0.37 -1.84
C 0.63 -1.07 -3.16
C -0.58 -1.46 -4.26
Cl -0.35 -3.21 -4.93
C 2.49 0.32 1.02
O 2.53 -0.74 2.03
C 3.14 -1.98 1.54
F 4.22 -1.80 0.54
F 3.81 -2.61 2.74
F 2.14 -3.01 1.09
O 0.41 1.56 -0.32
C -0.80 1.50 0.53
C -1.40 2.89 1.17
C -2.97 2.76 1.62
C -4.01 3.68 0.69
F -5.25 3.79 1.56
F -3.51 5.08 0.55
C -4.34 2.98 -0.78
F -4.67 1.57 -0.50
F -3.03 2.95 -1.53
C -5.42 3.80 -1.69
F -4.60 4.46 -2.78
F -6.04 4.98 -0.99
C -6.50 2.88 -2.51
F -6.95 3.73 -3.67
F -5.87 1.67 -3.17
S -8.05 2.40 -1.60
F -7.38 2.56 -0.04
F -8.72 3.98 -1.63
F -8.81 2.14 -3.15
F -7.54 0.73 -1.69
F -9.50 1.86 -0.86
C -0.81 0.13 1.48
C -0.50 0.76 2.96
N 0.05 -0.31 3.93
C -2.14 -0.79 1.22
C -2.72 -1.60 2.52
C -2.36 -3.23 2.48
C -3.81 -4.06 2.47
O -4.28 -4.74 1.42
O -4.63 -3.97 3.72
O 0.26 -0.69 0.89
H 8.37 -2.96 1.81
H 6.55 -3.43 1.49
H 6.93 -1.73 2.33
H 6.96 -2.67 -0.71
H 8.60 -1.72 -0.19
H 5.36 1.46 -2.72
H 5.01 1.51 -0.84
H 3.56 0.08 -3.32
H 3.62 -1.09 -1.85
H 2.83 1.96 -0.99
H 1.81 1.36 -2.46
H 1.73 -1.32 -0.79
H -0.94 -1.07 -1.51
H -0.54 0.66 -2.17
H 1.21 -2.05 -2.87
H 1.35 -0.34 -3.77
H -0.65 -0.69 -5.14
H -1.60 -1.47 -3.67
H 3.54 0.66 0.61
H 2.04 1.29 1.57
H -1.67 1.22 -0.23
H -1.38 3.69 0.28
H -0.70 3.37 2.01
H -3.37 1.66 1.73
H -3.05 3.24 2.71
H 0.35 1.60 2.95
H -1.45 1.27 3.46
H -0.52 -0.19 4.80
H -0.11 -1.27 3.51
H -3.03 -0.22 0.68
H -1.81 -1.63 0.43
H -3.91 -1.55 2.44
H -2.45 -1.13 3.56
H -1.71 -3.53 3.42
H -1.81 -3.54 1.50
H -5.61 -3.97 3.42
C -4.55 1.09 4.59
O -4.19 0.84 3.25
H -3.71 0.85 5.24
H -4.81 2.14 4.71
H -5.40 0.45 4.86
H -4.96 1.06 2.70
C 7.76 -6.27 1.24
O 8.19 -5.29 2.16
H 6.73 -6.04 0.94
H 8.40 -6.25 0.35
H 7.80 -7.25 1.71
H 9.11 -5.51 2.40
C 9.65 1.36 0.91
O 9.65 0.18 0.14
H 10.67 1.58 1.22
H 9.26 2.19 0.32
H 9.03 1.22 1.80
H 8.73 0.01 -0.12
C -6.65 1.83 -6.05
O -6.29 1.58 -7.40
H -5.81 1.59 -5.40
H -6.91 2.88 -5.93
H -7.50 1.19 -5.78
H -7.06 1.80 -7.95

=====

[5]
56
Properties=species:S:1:pos:R:3 method="wB97M-V/def2-TZVPD" gap_ev=9.1 mol_weight_g_mol=315.4 total_energy_ev=-32881.9480 largest_force_ev_per_a=2.24 relative_energy_kcal_mol=66.8 smiles=CN[C@H](CO)C(C)C.O.O.O.O.O.O.O.O.O.O.O
C -0.19 -0.16 1.25
N 0.41 -0.34 -0.05
C 0.57 -1.62 -0.75
C 1.51 -2.59 0.01
O 1.07 -2.84 1.33
C 0.81 -1.43 -2.27
C 2.09 -0.61 -2.54
C 0.82 -2.74 -3.04
H -0.42 0.91 1.31
H 0.35 -0.46 2.15
H -1.22 -0.50 1.22
H 1.27 0.15 -0.25
H -0.35 -2.22 -0.68
H 2.56 -2.33 -0.16
H 1.53 -3.56 -0.50
H 1.56 -2.22 1.90
H -0.01 -0.72 -2.49
H 2.28 0.16 -1.78
H 2.97 -1.24 -2.51
H 1.96 -0.04 -3.46
H 1.35 -3.44 -2.41
H 1.30 -2.67 -4.01
H -0.16 -3.21 -3.19
O -2.16 -3.87 0.15
H -2.60 -4.62 0.54
H -1.42 -3.58 0.70
O -4.47 -2.40 0.13
H -3.59 -2.76 0.31
H -4.80 -2.65 -0.74
O -4.88 1.66 0.39
H -4.87 2.30 -0.32
H -4.41 2.07 1.12
O 2.22 2.60 -0.84
H 1.26 2.70 -0.97
H 2.60 3.04 -1.60
O -2.19 3.00 -0.85
H -2.16 2.02 -0.83
H -2.68 3.46 -0.18
O 2.76 -1.66 3.28
H 2.08 -1.33 3.88
H 2.77 -0.96 2.61
O 0.27 4.33 -1.13
H -0.54 3.78 -1.01
H 0.43 4.76 -0.28
O 3.46 0.91 1.47
H 4.20 1.39 1.11
H 3.00 0.54 0.71
O -2.56 0.34 -0.82
H -3.49 0.12 -0.67
H -1.87 -0.30 -0.65
O 2.05 2.56 3.23
H 1.71 2.50 2.33
H 2.97 2.31 3.12
O -2.00 3.62 2.04
H -1.11 3.32 2.25
H -2.03 4.50 2.43

=====

[6]
19
Properties=species:S:1:pos:R:3 method="wB97M-V/def2-TZVPD" gap_ev="5.0 / 7.7" charge=+1 mol_weight_g_mol=124.2 total_energy_ev=-10840.9274 largest_force_ev_per_a=3.71 relative_energy_kcal_mol=169.2
C 1.43 1.17 2.16
C 0.47 0.66 3.00
C 0.98 -0.79 1.47
C 0.27 -0.48 -2.74
C 0.26 0.60 -1.65
C -1.76 -0.71 -1.04
N 1.61 0.26 1.14
N 0.25 -0.68 2.59
N -0.37 -0.72 -1.38
H 1.96 2.12 1.89
H -0.17 1.23 3.68
H -0.28 -0.49 -3.65
H 1.21 -0.91 -2.74
H 1.21 0.83 -1.25
H -0.47 1.39 -1.54
H -1.94 0.01 -0.29
H -2.27 -0.41 -2.06
H -1.99 -1.70 -0.58
H -0.41 -1.39 3.00